No. 1
{"formula": "C2H3CsNaO", "method": "ωB97M-V with the def2-TZVPD basis set", "elements": ["O", "C", "Na", "Cs", "H", "C", "H", "H"], "coordinates": [[-0.301406, 1.337471, -1.137717], [-0.519757, -0.020153, -1.186893], [3.679269, -1.668910, 1.996035], [1.642836, 3.565882, 1.736523], [0.381703, -0.599418, -1.476392], [-1.285341, -0.631788, -0.007413], [-2.322453, -0.251779, 0.085519], [-1.274848, -1.731308, -0.009663]], "forces_ev_per_angstrom": [[-0.9, -3.7, -1.5], [0.6, 3.5, 6.8], [-0.1, 0.1, 0.0], [-0.4, -0.5, -0.5], [-0.5, -0.1, -0.9], [0.6, 0.5, -4.3], [0.7, 0.2, 0.5], [0.0, 0.1, -0.1]], "de_lowest_kj_mol": 0.0, "s_squared": 0.750, "gap_ev": [3.54, 3.78], "lumo_energy_ev": [-1.3, -1.3], "molar_mass_g_mol": 198.9, "spin_multiplicity": 2, "e_tot_ev": -9129.135}


No. 2
{"formula": "C37H32IOP2Tm", "method": "ωB97M-V with the def2-TZVPD basis set", "elements": ["Tm", "P", "C", "O", "P", "C", "C", "C", "C", "C", "C", "C", "C", "C", "C", "C", "H", "H", "H", "H", "H", "C", "C", "C", "C", "C", "H", "H", "H", "H", "H", "C", "C", "C", "C", "C", "H", "H", "H", "H", "H", "C", "C", "C", "C", "C", "H", "H", "H", "H", "H", "C", "C", "C", "C", "C", "H", "H", "H", "H", "H", "C", "C", "C", "C", "C", "H", "H", "H", "H", "H", "H", "H", "I"], "coordinates": [[0.261788, 1.046784, 0.483043], [1.655980, -1.057534, 1.526264], [-1.234265, -0.608138, 1.021216], [-2.018176, -1.379665, 1.391224], [-1.794325, 1.043863, -1.317182], [1.240351, -1.975620, 3.024367], [2.897452, 0.184328, 2.114688], [2.608298, -2.200047, 0.504609], [-2.117767, 0.090230, -2.821105], [-3.457032, 1.418489, -0.680251], [-1.240270, 2.698603, -1.939274], [1.478401, -3.357099, 3.135374], [0.995166, -4.056613, 4.243860], [0.290596, -3.391856, 5.251285], [0.107907, -2.004630, 5.174332], [0.596517, -1.297994, 4.074675], [2.035972, -3.878253, 2.358736], [1.177687, -5.130200, 4.317294], [-0.112278, -3.945466, 6.098552], [-0.411382, -1.470935, 5.971235], [0.457701, -0.217852, 4.018340], [1.909941, -3.192875, -0.210030], [2.609877, -4.122427, -0.981839], [4.010138, -4.058122, -1.064314], [4.707120, -3.060038, -0.367414], [4.005361, -2.125548, 0.401764], [0.821662, -3.237013, -0.139893], [2.063196, -4.905449, -1.516368], [4.551298, -4.793525, -1.661468], [5.798474, -3.018821, -0.411442], [4.546746, -1.353978, 0.942563], [3.577938, -0.004677, 3.322507], [4.475821, 0.961145, 3.779774], [4.720388, 2.105173, 3.010094], [4.073687, 2.276949, 1.786440], [3.142850, 1.337430, 1.330448], [3.397148, -0.906699, 3.911793], [4.987953, 0.810495, 4.727506], [5.428923, 2.856157, 3.360084], [4.289748, 3.148989, 1.162821], [2.680393, 1.475793, 0.321895], [-3.693566, 2.588906, 0.061947], [-4.906627, 2.768467, 0.726615], [-5.878084, 1.764424, 0.693227], [-5.641430, 0.592152, -0.030802], [-4.438228, 0.416089, -0.717765], [-2.921817, 3.354157, 0.150262], [-5.079550, 3.690084, 1.284299], [-6.812375, 1.885756, 1.245437], [-6.385536, -0.198908, -0.047753], [-4.247605, -0.507448, -1.259699], [-1.983242, -1.307441, -2.786738], [-2.253603, -2.064800, -3.926627], [-2.669272, -1.436417, -5.109650], [-2.809857, -0.044103, -5.145941], [-2.519100, 0.716166, -4.008893], [-1.662007, -1.806914, -1.870228], [-2.142168, -3.148044, -3.889045], [-2.887678, -2.034436, -5.998671], [-3.144421, 0.465679, -6.053782], [-2.607738, 1.800940, -4.053116], [-2.156569, 3.632017, -2.446959], [-1.717576, 4.893183, -2.857168], [-0.363737, 5.227384, -2.753843], [0.556448, 4.290176, -2.271198], [0.134108, 3.019433, -1.863014], [-3.217934, 3.383883, -2.507993], [-2.447652, 5.599444, -3.249802], [-0.019997, 6.215431, -3.054100], [1.617675, 4.530569, -2.201926], [0.904391, 2.271091, -1.550085], [1.299113, -2.079841, -3.285290], [1.689744, -1.521410, -3.581314], [-0.811093, 2.340976, 2.703411]], "forces_ev_per_angstrom": [[0.4, 1.3, 0.5], [1.7, -0.1, 0.8], [-4.0, -3.8, 2.2], [3.1, 2.9, -1.6], [-1.0, 1.4, -1.6], [-0.5, -0.4, 0.5], [-0.3, 0.0, -0.5], [0.1, -0.3, -0.8], [0.3, -0.7, -0.3], [-0.1, -0.2, 0.9], [0.3, -0.4, 0.3], [-0.2, 0.3, 0.0], [0.1, 0.1, 0.1], [0.1, 0.2, -0.3], [0.2, -0.1, -0.1], [-0.3, -0.3, -0.1], [-0.2, 0.0, 0.2], [-0.1, 0.3, 0.0], [0.1, 0.1, -0.2], [0.2, -0.2, -0.2], [0.0, -0.2, 0.0], [0.3, 0.1, 0.0], [0.1, 0.1, 0.1], [-0.2, 0.3, 0.3], [-0.3, -0.2, -0.1], [-0.1, -0.2, 0.0], [0.2, -0.1, -0.1], [0.2, 0.3, 0.2], [-0.2, 0.2, 0.2], [-0.4, 0.0, 0.0], [0.0, -0.1, -0.1], [0.0, 0.2, 0.0], [-0.1, 0.1, -0.4], [-0.1, -0.3, 0.0], [-0.2, 0.3, -0.5], [0.1, -0.4, 0.7], [0.0, 0.3, -0.2], [-0.1, 0.1, -0.2], [-0.2, -0.2, -0.1], [0.0, -0.3, 0.3], [0.5, -0.1, 0.4], [-0.1, -0.1, 0.1], [0.1, -0.1, -0.1], [0.1, -0.1, -0.1], [0.2, 0.2, 0.0], [0.0, 0.2, 0.2], [-0.2, -0.2, -0.1], [0.0, -0.3, -0.1], [0.3, 0.0, -0.2], [0.1, 0.1, 0.0], [-0.1, 0.1, 0.0], [0.0, 0.2, -0.2], [-0.1, 0.2, -0.1], [0.0, 0.1, 0.3], [0.1, 0.0, 0.3], [-0.1, -0.1, -0.1], [-0.1, 0.1, -0.2], [0.0, 0.3, -0.1], [0.1, 0.2, 0.3], [0.2, -0.3, 0.3], [0.0, -0.3, -0.1], [0.3, 0.3, 0.1], [0.1, -0.4, 0.1], [0.1, -0.3, 0.1], [0.3, -0.1, 0.2], [-0.7, 0.3, -0.1], [0.4, 0.1, 0.1], [0.3, -0.1, 0.1], [-0.1, -0.2, 0.1], [-0.3, 0.1, -0.1], [-0.3, 0.4, -0.4], [0.0, 0.0, 0.0], [0.0, 0.0, 0.0], [0.2, -0.3, -0.5]], "s_squared": 2.002, "charge": 2, "gap_ev": [7.31, 7.35], "lumo_energy_ev": [-6.8, -6.8], "molar_mass_g_mol": 850.4, "spin_multiplicity": 3, "e_tot_ev": -97130.173}


No. 3
{"formula": "C8H8N2OS2", "method": "ωB97M-V with the def2-TZVPD basis set", "elements": ["C", "C", "C", "C", "C", "C", "C", "C", "N", "N", "O", "S", "S", "H", "H", "H", "H", "H", "H", "H", "H"], "coordinates": [[3.210521, 0.514831, -0.271717], [2.885759, 1.867544, -0.429591], [2.217882, -0.400126, -0.132029], [1.525083, 2.280194, -0.343291], [0.890623, -0.013902, 0.073441], [0.562371, 1.312967, -0.065854], [-1.266109, -0.870424, -0.004378], [-2.278266, -1.826797, 0.226231], [-0.086168, -0.957626, 0.312118], [-1.902128, 0.692648, -0.498687], [-1.229211, 1.621595, 1.716725], [-3.537863, 0.815081, -0.817788], [-1.079373, 1.969000, 0.308155], [4.296223, 0.113472, -0.355791], [3.774982, 2.454988, -0.539557], [2.290257, -1.508683, -0.124136], [1.092185, 3.329518, -0.445090], [-3.020480, -1.890812, -0.705110], [-3.011145, -1.622742, 1.092605], [-1.982207, -2.836493, 0.596061], [-4.112088, 0.289361, 0.437579]], "forces_ev_per_angstrom": [[1.9, -0.3, -0.8], [-0.6, -0.4, 0.5], [-1.8, -2.2, 0.8], [0.5, 0.6, -0.1], [0.2, 0.7, -0.6], [0.1, 1.5, -0.3], [-0.8, 4.2, 0.0], [-5.0, -2.4, 0.0], [1.2, -1.2, -0.3], [1.8, -2.5, 0.1], [-0.2, 0.8, 1.2], [-0.9, -0.7, 1.9], [-0.2, -2.2, -0.3], [-2.0, 1.1, 0.1], [-0.3, 1.1, -0.2], [0.7, 0.9, 0.1], [1.3, -1.3, 0.0], [1.7, -0.1, 1.9], [1.1, 0.7, -1.2], [0.6, 0.8, -1.1], [0.8, 1.0, -1.8]], "de_lowest_kj_mol": 262.5, "gap_ev": 8.96, "lumo_energy_ev": 0.1, "molar_mass_g_mol": 212.3, "e_tot_ev": -35120.584}


No. 4
{"formula": "C5H6Cl4N2OP", "method": "ωB97M-V with the def2-TZVPD basis set", "elements": ["O", "P", "C", "C", "C", "N", "N", "C", "H", "H", "H", "H", "H", "H", "C", "Cl", "Cl", "Cl", "Cl"], "coordinates": [[-1.382691, 0.241661, -0.841056], [0.081598, -0.425367, -0.734756], [0.995675, 0.606263, 0.622206], [0.324407, 0.678317, 2.114600], [1.219618, 1.655821, 3.135872], [2.448431, 2.271647, 2.533409], [3.038003, 2.192137, 1.315770], [2.385141, 1.375325, 0.269341], [0.690805, -0.346089, -2.036444], [-0.168072, -1.800984, -0.299986], [-0.670076, 0.142672, 2.429678], [0.878713, 1.867451, 4.259466], [2.963312, 2.908906, 3.218953], [2.875121, 1.314760, -0.817782], [-3.135979, -2.536497, -3.033834], [-1.547268, -2.031223, -2.405296], [-3.782585, -3.854205, -2.023832], [-4.257713, -1.152793, -2.994327], [-2.956440, -3.107802, -4.711984]], "forces_ev_per_angstrom": [[5.2, -1.4, 1.0], [-6.4, 2.9, 0.6], [1.8, 1.1, 2.8], [4.8, 2.9, -1.4], [-0.4, -1.7, -4.5], [-2.8, -1.3, 1.7], [-3.3, -2.8, -2.1], [-2.0, 0.3, 3.9], [0.6, -0.3, 1.1], [1.3, 1.0, -0.2], [2.2, 1.2, -0.7], [1.2, -0.3, -2.8], [-0.7, -1.1, -1.5], [-1.1, 0.3, 2.9], [-0.6, -0.1, -0.3], [-0.5, -1.0, -0.9], [0.3, 0.4, -0.2], [0.4, -0.4, 0.0], [0.0, 0.2, 0.5]], "de_lowest_kj_mol": 622.0, "charge": 1, "gap_ev": 6.69, "lumo_energy_ev": -6.1, "molar_mass_g_mol": 282.9, "e_tot_ev": -69673.407}


No. 5
{"formula": "C3H9OS", "method": "ωB97M-V with the def2-TZVPD basis set", "elements": ["C", "O", "H", "H", "H", "C", "S", "C", "H", "H", "H", "H", "H", "H"], "coordinates": [[-2.052068, 1.950369, 0.625165], [-0.679935, 1.967592, 0.338168], [-2.505996, 0.925816, 0.604749], [-2.616921, 2.634574, -0.025277], [-2.089965, 2.476710, 1.579266], [-0.245686, -2.062635, -0.807191], [1.044260, -1.226789, 0.198629], [1.296702, 0.481101, -0.436516], [0.128139, -2.921668, -1.337536], [-1.120363, -2.328825, -0.223485], [-0.657685, -1.280744, -1.500542], [1.699309, 1.021697, 0.417883], [0.024835, 1.278315, -0.243382], [1.809672, 0.530566, -1.408565]], "forces_ev_per_angstrom": [[0.1, -0.3, -0.6], [2.4, -0.3, -0.8], [0.2, 0.9, 0.3], [0.0, -0.4, -0.4], [-0.4, -0.7, 0.5], [-0.5, 1.9, -0.8], [-0.3, 1.3, -0.3], [0.3, -2.7, 0.5], [0.2, -0.1, -0.2], [0.3, -0.2, 0.5], [0.6, -0.9, 0.3], [0.3, 0.1, -0.3], [-2.6, 1.0, 1.1], [-0.6, 0.3, 0.3]], "de_lowest_kj_mol": 250.7, "s_squared": 0.758, "gap_ev": [9.55, 7.53], "lumo_energy_ev": [0.8, -1.7], "molar_mass_g_mol": 93.2, "spin_multiplicity": 2, "e_tot_ev": -16135.889}